(1)
{
  "formula": "C28H63F3O11S5",
  "method": "ωB97M-V/def2-TZVPD",
  "species": ["C", "C", "C", "O", "C", "O", "C", "C", "C", "C", "F", "C", "F", "F", "C", "C", "O", "C", "C", "O", "C", "C", "O", "C", "C", "O", "C", "H", "H", "H", "H", "H", "H", "H", "H", "H", "H", "H", "H", "H", "H", "H", "H", "H", "H", "H", "H", "H", "H", "H", "H", "H", "H", "H", "H", "H", "H", "H", "H", "H", "C", "S", "O", "C", "H", "H", "H", "H", "H", "H", "C", "S", "O", "C", "H", "H", "H", "H", "H", "H", "C", "S", "O", "C", "H", "H", "H", "H", "H", "H", "C", "S", "O", "C", "H", "H", "H", "H", "H", "H", "C", "S", "O", "C", "H", "H", "H", "H", "H", "H"],
  "coordinates": [[6.4092, 4.4252, 2.0312], [7.0279, 5.0288, 0.7510], [7.6382, 3.9619, -0.1753], [6.9773, 2.7099, -0.1357], [5.6823, 2.7586, -0.7079], [5.3143, 1.4858, -1.0931], [4.3724, 0.8526, -0.2101], [4.9974, 0.5124, 1.1301], [3.9201, 0.1930, 2.1925], [3.9483, 1.0683, 3.3922], [5.1520, 1.3833, 3.9311], [2.8347, 1.5144, 4.0098], [2.5754, 1.3443, 5.3017], [1.8652, 2.2027, 3.4355], [3.8208, -0.3633, -0.9919], [2.3963, -0.1106, -1.4523], [1.5935, 0.4443, -0.4176], [0.2694, -0.0720, -0.3890], [-0.5178, 0.6732, 0.6836], [-1.5952, 1.3817, 0.0987], [-2.8415, 1.1758, 0.7150], [-3.1852, 2.2427, 1.8000], [-2.2335, 3.2731, 1.8351], [-2.6721, 4.4798, 1.2192], [-1.4567, 5.2974, 0.8565], [4.0632, -1.6072, -0.3363], [2.9213, -2.2546, 0.2012], [6.6298, 5.0793, 2.8741], [6.7981, 3.4297, 2.2344], [5.3240, 4.3782, 1.9460], [6.2743, 5.5932, 0.2004], [7.8329, 5.6939, 1.0639], [7.6701, 4.3028, -1.2170], [8.6595, 3.7622, 0.1494], [4.9885, 3.1795, 0.0320], [5.7102, 3.4336, -1.5737], [3.5825, 1.5835, -0.0109], [5.7214, -0.2943, 1.0296], [5.5616, 1.3686, 1.5032], [2.9155, 0.2329, 1.7660], [4.0840, -0.8227, 2.5686], [4.4342, -0.3909, -1.8968], [1.9290, -0.9811, -1.9155], [2.4661, 0.6476, -2.2436], [-0.2407, 0.0738, -1.3460], [0.2814, -1.1483, -0.1851], [0.1601, 1.4066, 1.1351], [-0.8454, 0.0052, 1.4829], [-3.5817, 1.2508, -0.0851], [-2.9191, 0.1661, 1.1210], [-4.1887, 2.6217, 1.5814], [-3.2367, 1.7809, 2.7902], [-3.3295, 5.0345, 1.8989], [-3.2453, 4.2295, 0.3237], [-0.8533, 5.4985, 1.7409], [-1.8123, 6.2209, 0.4023], [-0.8573, 4.7708, 0.1126], [2.3367, -2.7199, -0.5971], [3.2806, -3.0824, 0.8143], [2.3067, -1.6111, 0.8273], [-4.9068, -3.8634, 0.2522], [-3.9625, -2.4562, 0.8355], [-2.5190, -2.7769, 0.6524], [-4.3377, -2.6997, 2.5772], [-4.7758, -3.9234, -0.8262], [-4.5443, -4.7756, 0.7230], [-5.9595, -3.7133, 0.4888], [-4.0073, -3.6891, 2.8923], [-5.4113, -2.5927, 2.7312], [-3.8077, -1.9349, 3.1437], [-4.6765, 4.7971, -3.2446], [-3.1965, 5.0421, -2.2548], [-3.4584, 6.2229, -1.3919], [-2.1598, 5.5945, -3.6145], [-5.4753, 4.4826, -2.5764], [-4.9469, 5.7343, -3.7308], [-4.4918, 4.0195, -3.9858], [-2.6090, 6.4704, -4.0827], [-2.0530, 4.7857, -4.3371], [-1.1850, 5.8523, -3.2060], [-6.1045, -2.8297, -4.1517], [-4.5860, -2.4465, -3.2689], [-4.8517, -1.2376, -2.4481], [-3.6562, -1.9144, -4.7099], [-6.8437, -3.1471, -3.4191], [-6.4583, -1.9396, -4.6719], [-5.9183, -3.6382, -4.8586], [-4.1758, -1.0858, -5.1913], [-3.5461, -2.7512, -5.3996], [-2.6756, -1.5895, -4.3691], [5.3319, -5.8356, -2.0215], [4.3671, -4.4885, -2.7175], [3.2883, -5.1008, -3.5364], [5.6354, -3.9204, -3.8565], [4.7035, -6.3574, -1.3032], [5.6308, -6.5186, -2.8168], [6.2077, -5.4288, -1.5160], [5.9135, -4.7339, -4.5267], [6.5010, -3.5760, -3.2908], [5.2210, -3.0943, -4.4301], [-6.1581, -4.7657, 5.1017], [-6.0498, -6.2225, 4.0548], [-5.9783, -5.7469, 2.6472], [-7.7327, -6.7793, 4.3442], [-5.2109, -4.2350, 5.0369], [-6.9667, -4.1238, 4.7511], [-6.3341, -5.0744, 6.1319], [-8.4316, -5.9986, 4.0440], [-7.8564, -7.0194, 5.4000], [-7.8959, -7.6717, 3.7441]],
  "atomic_forces_ev_per_a": [[0.1, 0.5, -0.2], [-0.1, -0.5, 0.1], [0.1, -0.1, 0.2], [-0.1, 0.0, -0.2], [0.5, 0.3, 0.3], [-0.2, 0.0, -0.1], [0.2, 0.2, 0.2], [0.0, 0.0, 0.3], [0.9, 0.5, -0.6], [-1.0, 0.9, -0.5], [0.0, -1.4, 0.8], [0.6, -0.2, 0.2], [0.5, 1.2, 0.3], [-0.7, -1.1, -0.3], [0.2, -0.1, -0.1], [-0.1, 0.7, -0.3], [0.0, -0.5, 0.0], [-0.3, -0.1, 0.2], [0.5, 0.6, 0.0], [-0.1, -0.5, 0.1], [-0.4, 0.5, -0.3], [0.1, -0.4, 0.0], [-0.2, 0.1, 0.2], [0.3, -0.3, -0.1], [-0.3, 0.1, -0.1], [-0.4, 0.3, 0.2], [0.3, -0.6, -0.1], [0.0, -0.1, 0.1], [0.0, 0.0, 0.1], [0.0, -0.2, 0.1], [0.1, 0.2, 0.1], [0.0, 0.2, -0.3], [0.1, 0.2, 0.0], [0.0, -0.1, -0.1], [-0.2, -0.1, -0.1], [0.0, -0.2, -0.2], [-0.2, -0.1, -0.1], [-0.1, -0.1, -0.1], [0.0, 0.1, -0.3], [-0.1, 0.0, 0.1], [-0.2, 0.0, 0.0], [0.0, -0.1, 0.0], [0.1, -0.2, 0.2], [0.0, 0.0, -0.1], [0.1, 0.1, 0.0], [0.1, 0.0, 0.0], [0.0, -0.1, 0.1], [-0.2, -0.1, -0.1], [0.0, -0.1, 0.0], [0.1, -0.1, 0.1], [0.0, 0.1, 0.1], [0.1, 0.0, 0.0], [0.0, 0.0, 0.0], [0.0, 0.1, 0.0], [0.0, 0.0, 0.0], [0.2, 0.1, 0.1], [0.1, -0.1, 0.1], [-0.2, 0.2, 0.1], [0.1, 0.1, 0.0], [-0.1, 0.1, -0.1], [0.0, -0.2, -0.1], [-0.1, 0.1, -0.1], [0.0, 0.0, 0.1], [0.1, 0.0, 0.2], [0.0, 0.1, 0.0], [0.0, 0.0, 0.1], [0.0, 0.0, 0.0], [0.0, 0.0, -0.1], [0.0, 0.0, 0.0], [0.0, 0.0, -0.1], [-0.1, 0.0, -0.1], [0.0, -0.1, -0.1], [-0.1, 0.1, -0.1], [0.0, 0.1, -0.1], [0.0, 0.0, 0.0], [0.0, 0.0, 0.0], [0.0, 0.0, 0.0], [0.0, 0.0, 0.0], [0.0, 0.0, 0.0], [0.0, 0.0, 0.0], [-0.1, 0.0, -0.1], [0.1, -0.1, 0.0], [-0.1, 0.0, 0.0], [0.0, 0.0, -0.1], [0.0, 0.0, 0.0], [0.0, 0.0, 0.0], [0.0, 0.0, 0.0], [0.0, 0.0, 0.0], [0.0, 0.0, 0.0], [0.0, 0.0, 0.0], [0.1, -0.1, 0.0], [-0.1, 0.1, 0.1], [0.0, 0.0, -0.1], [0.1, 0.0, 0.0], [0.0, 0.0, 0.0], [0.0, 0.0, 0.0], [0.0, 0.0, 0.0], [0.0, 0.0, 0.0], [0.0, 0.0, 0.0], [0.0, 0.0, 0.0], [0.0, 0.1, 0.0], [0.1, -0.1, 0.1], [-0.1, 0.1, 0.0], [-0.1, 0.0, 0.0], [0.0, 0.0, 0.0], [0.0, 0.0, 0.0], [0.0, 0.0, 0.0], [0.0, 0.0, 0.0], [0.0, 0.0, 0.0], [0.0, 0.0, 0.0]],
  "energy_ev": -114899.378,
  "e_homo_ev": -8.20
}

***

(2)
{
  "formula": "C11H24N2O3S2",
  "method": "ωB97M-V/def2-TZVPD",
  "species": ["C", "C", "N", "H", "H", "H", "C", "C", "N", "H", "H", "H", "C", "S", "O", "C", "H", "H", "H", "H", "H", "H", "C", "S", "O", "C", "H", "H", "H", "H", "H", "H", "C", "C", "O", "C", "H", "H", "H", "H", "H", "H"],
  "coordinates": [[13.8103, -30.3154, -5.3381], [12.5910, -29.6530, -4.7895], [11.6427, -29.1671, -4.3154], [14.6253, -30.0604, -4.6608], [14.0384, -29.7801, -6.2598], [13.5920, -31.3497, -5.6040], [9.8459, -32.0317, -5.0688], [11.0628, -32.6558, -4.4313], [11.9526, -33.1356, -3.8764], [9.8423, -30.9428, -5.0200], [8.9632, -32.5528, -4.6981], [9.9504, -32.4487, -6.0704], [11.5146, -31.3989, -10.3509], [12.0269, -31.2515, -8.5898], [10.7621, -31.0327, -7.7447], [12.4906, -33.0525, -8.4129], [12.3149, -31.6756, -11.0372], [11.2390, -30.3725, -10.5933], [10.6612, -32.0671, -10.4660], [12.4166, -33.2621, -7.3458], [13.4879, -33.2430, -8.8094], [11.9081, -33.7734, -8.9866], [12.9064, -27.1548, -1.1080], [14.7624, -27.2564, -1.0480], [15.1642, -27.2750, 0.4462], [14.8706, -28.9802, -1.6204], [12.4673, -27.1106, -2.1047], [12.4437, -26.3089, -0.5997], [12.4109, -27.9481, -0.5482], [14.2449, -29.5905, -0.9692], [15.8864, -29.3418, -1.4601], [14.3945, -29.0893, -2.5949], [12.4307, -26.3030, -5.8564], [13.6743, -25.4995, -5.4749], [13.9041, -24.3885, -5.9800], [14.5841, -26.0127, -4.3261], [12.5992, -27.3219, -6.2051], [11.9195, -25.8395, -6.7001], [11.7164, -26.3689, -5.0357], [15.2395, -26.7902, -4.7186], [13.8939, -26.4090, -3.5813], [15.1614, -25.2161, -3.8568]],
  "atomic_forces_ev_per_a": [[-1.1, 1.5, -0.3], [-1.2, 0.1, 0.8], [1.8, -0.8, -0.9], [0.1, -0.8, 0.1], [0.0, -0.1, -0.2], [0.4, 0.0, 0.6], [1.3, -2.0, 0.0], [-0.9, 0.8, 0.6], [-0.2, 0.2, -0.5], [0.0, -0.3, -0.1], [0.0, 0.5, 0.5], [-0.3, 0.9, -0.4], [-0.1, 0.8, 0.4], [-1.5, -1.4, 0.3], [1.9, -0.4, -1.5], [0.0, 0.3, -0.1], [0.2, -0.2, 0.4], [-0.3, -0.1, -0.2], [0.1, 0.1, 0.2], [0.2, -0.1, -0.1], [0.3, 0.5, 0.4], [-0.8, 0.4, 0.1], [-0.7, 0.0, 0.4], [-0.4, -0.1, 2.5], [-0.8, -0.1, -2.6], [-0.8, -0.1, 0.8], [0.5, -0.3, -0.3], [1.0, 0.7, 0.1], [0.5, -0.7, -0.2], [-0.1, 0.1, 0.3], [0.0, 0.3, -0.6], [0.6, 0.2, -0.3], [0.0, 0.2, -0.6], [0.7, 2.3, -0.2], [-0.6, -2.5, 0.8], [-1.2, 0.2, -0.8], [0.4, -0.1, 0.4], [0.1, 0.4, 0.1], [0.2, 0.0, 0.2], [0.0, -0.1, 0.2], [0.3, -0.3, 0.0], [0.0, 0.0, -0.4]],
  "energy_ev": -42585.926,
  "e_homo_ev": -8.99
}

***

(3)
{
  "formula": "C25H30N4O2",
  "method": "ωB97M-V/def2-TZVPD",
  "species": ["C", "C", "C", "C", "C", "C", "C", "H", "C", "H", "H", "H", "N", "C", "N", "C", "C", "C", "C", "C", "C", "C", "C", "H", "C", "O", "N", "H", "C", "C", "H", "H", "C", "N", "C", "C", "O", "C", "C", "H", "H", "H", "H", "H", "H", "H", "H", "H", "H", "H", "H", "H", "H", "H", "H", "H", "H", "H", "H", "H", "H"],
  "coordinates": [[-7.1147, 1.7515, -0.3448], [-5.9432, 0.8255, -0.4701], [-5.4439, 0.4530, -1.7105], [-4.3552, -0.3916, -1.7981], [-3.7392, -0.8864, -0.6523], [-4.2576, -0.5618, 0.6077], [-5.3426, 0.3014, 0.6664], [-5.7430, 0.5616, 1.6364], [-3.7094, -1.1455, 1.8742], [-4.5098, -1.2706, 2.6005], [-2.9575, -0.4914, 2.3162], [-3.2468, -2.1129, 1.6905], [-2.6431, -1.7502, -0.8047], [-1.4354, -1.6569, -0.1888], [-0.6215, -2.6796, -0.3440], [0.5683, -2.6674, 0.2849], [1.4095, -3.7893, 0.1365], [2.6021, -3.8560, 0.8018], [3.0009, -2.8141, 1.6506], [2.2167, -1.7000, 1.7975], [1.0010, -1.5832, 1.1002], [0.1513, -0.4398, 1.1475], [-1.0598, -0.4830, 0.5184], [-1.7054, 0.3810, 0.5113], [0.5375, 0.8472, 1.8103], [-0.2258, 1.4712, 2.5238], [1.7894, 1.2490, 1.5084], [2.3154, 0.7823, 0.7726], [2.2920, 2.5633, 1.8233], [2.6185, 3.3376, 0.5444], [2.9523, 4.3410, 0.8130], [1.7123, 3.4370, -0.0543], [3.7280, 2.6688, -0.2722], [3.3653, 1.3379, -0.7494], [2.4530, 1.3744, -1.8840], [2.0590, -0.0524, -2.2686], [3.1886, -0.8276, -2.5882], [4.0781, -0.8670, -1.4983], [4.5305, 0.5387, -1.0992], [5.1895, 0.4724, -0.2306], [5.0898, 0.9902, -1.9364], [4.9315, -1.4658, -1.8201], [3.5951, -1.3540, -0.6380], [1.4275, -0.0473, -3.1584], [1.5087, -0.5182, -1.4372], [1.5551, 1.9301, -1.6104], [2.9241, 1.8664, -2.7528], [4.0085, 3.3259, -1.1129], [4.6066, 2.5567, 0.3693], [3.1953, 2.4686, 2.4376], [1.5236, 3.0801, 2.4044], [2.5184, -0.9070, 2.4656], [3.9324, -2.8952, 2.1916], [3.2397, -4.7207, 0.6889], [1.0703, -4.5907, -0.5006], [-2.7221, -2.5015, -1.4746], [-3.9644, -0.6753, -2.7651], [-5.9044, 0.8279, -2.6130], [-6.8440, 2.6282, 0.2422], [-7.4580, 2.0797, -1.3225], [-7.9394, 1.2534, 0.1639]],
  "atomic_forces_ev_per_a": [[0.0, 0.0, 0.0], [0.0, 0.0, 0.0], [0.0, 0.0, 0.1], [0.1, 0.0, 0.1], [-0.3, 0.3, 0.0], [0.0, -0.1, -0.1], [0.0, 0.0, -0.2], [-0.1, 0.0, 0.1], [0.0, 0.0, 0.0], [0.0, 0.0, 0.0], [0.1, 0.0, 0.1], [0.0, -0.1, 0.1], [-0.2, -0.3, -0.3], [0.7, -0.2, 0.0], [-0.6, 0.0, -0.2], [0.3, 0.4, 0.3], [0.2, -0.1, 0.1], [-0.1, -0.1, -0.1], [0.0, 0.2, 0.2], [0.3, -0.2, 0.2], [-0.2, -0.2, -0.3], [-0.6, -0.3, -0.2], [0.4, 0.1, 0.1], [-0.1, 0.1, 0.1], [0.3, 0.1, 0.0], [-0.3, 0.1, 0.1], [0.0, -0.1, 0.0], [-0.2, -0.1, 0.0], [-0.1, 0.3, 0.1], [0.2, -0.3, 0.1], [0.0, 0.1, 0.0], [-0.1, 0.1, 0.0], [-0.1, 0.2, 0.0], [0.2, 0.0, -0.1], [-0.2, -0.3, -0.1], [-0.2, 0.3, 0.0], [0.0, 0.0, -0.2], [0.3, 0.1, 0.2], [0.0, -0.4, -0.1], [0.0, 0.0, 0.0], [0.0, 0.0, 0.1], [0.0, 0.0, 0.1], [0.1, 0.0, -0.1], [0.0, 0.0, 0.1], [0.0, 0.0, -0.1], [0.0, 0.0, 0.0], [0.0, 0.0, 0.1], [0.1, -0.1, 0.0], [0.0, 0.0, 0.0], [-0.1, 0.1, 0.0], [0.2, -0.1, 0.0], [0.1, 0.0, 0.0], [0.1, 0.0, 0.1], [0.0, -0.1, 0.0], [0.0, -0.1, -0.1], [0.1, 0.0, 0.1], [0.1, 0.0, -0.1], [-0.1, 0.0, -0.1], [-0.1, 0.1, 0.0], [-0.1, 0.1, 0.0], [-0.1, 0.0, 0.0]],
  "smiles": "Cc1ccc(Nc2cc(C(=O)NCCCN3CCOCC3)c3ccccc3n2)c(C)c1",
  "energy_ev": -36468.730,
  "e_homo_ev": -7.77
}

***

In eV, the energy above the lowest of the compared OMol25 structures with the same formula, charge and spin values for the records above are, in order, 0.416 0.000 0.875.
In eV, the LUMO level values for the records above are, in order, 0.5 0.1 0.3.
In eV, the frontier orbital gap values for the records above are, in order, 8.7 9.1 8.1.